Computed, not measured: 12 unconnected molecules or ions with the total composition C49H76F21N7O24S7 in a non-equilibrium geometry, with the ωB97M-V functional and the def2-TZVPD basis.

```
184
Properties=species:S:1:pos:R:3
C -0.7857 0.0833 -1.3971
C 0.3454 -0.7807 -0.9059
N 0.3531 -2.2073 -1.5496
C 0.9610 -2.0563 -3.0243
C 1.2884 -3.2399 -0.7036
C 1.5298 -4.6305 -1.3750
C -1.0829 -2.8735 -1.7007
C -1.7305 -3.2604 -0.3083
O -1.2531 -2.3923 0.6788
C -1.3704 -2.9767 2.0028
H -1.7355 -0.2644 -0.9909
H -0.9161 0.1881 -2.4742
H -0.6399 1.0953 -1.0192
H 0.4020 -0.9280 0.1727
H 1.2582 -0.2573 -1.1905
H 0.3238 -1.4194 -3.6379
H 1.1619 -3.0164 -3.4996
H 1.8793 -1.4838 -2.8940
H 0.9131 -3.3475 0.3141
H 2.1509 -2.6060 -0.4978
H 0.5999 -5.1868 -1.4939
H 2.0588 -5.2612 -0.6605
H 2.0362 -4.4779 -2.3281
H -0.9288 -3.7928 -2.2656
H -1.7762 -2.1898 -2.1906
H -1.4295 -4.2812 -0.0726
H -2.7961 -3.0320 -0.2884
H -0.8260 -3.9210 2.0084
H -2.3876 -3.0450 2.3887
H -0.8570 -2.2010 2.5709
C 3.6888 1.1784 -8.3854
N 3.2872 0.5075 -7.0477
C 1.8905 0.9379 -6.5514
C 3.3482 -1.0403 -7.1293
C 4.2865 1.0411 -6.0165
C 4.0183 0.8072 -4.4442
O 4.4119 -0.4803 -4.1932
H 3.7897 2.2282 -8.1100
H 2.8086 1.0426 -9.0140
H 4.5778 0.7383 -8.8373
H 1.2849 0.6432 -7.4084
H 1.9898 1.9886 -6.2787
H 1.5797 0.3089 -5.7172
H 4.4063 -1.2881 -7.2142
H 2.7649 -1.4531 -7.9524
H 3.0555 -1.4155 -6.1487
H 4.4280 2.1173 -6.1165
H 5.2599 0.6125 -6.2552
H 3.0072 1.1288 -4.1943
H 4.6711 1.5238 -3.9458
H 4.9736 -0.4123 -3.4176
C 3.0250 -6.9907 2.8820
N 3.6340 -5.8858 3.7968
C 4.5344 -6.7266 4.7705
C 4.6305 -5.0183 2.9853
C 2.4978 -5.2127 4.5701
C 1.2806 -4.6984 3.7574
O 1.7277 -3.9203 2.6781
H 3.8700 -7.6014 2.5640
H 2.6446 -6.5397 1.9655
H 2.2582 -7.3921 3.5446
H 5.4380 -7.1826 4.3658
H 3.8676 -7.5231 5.1010
H 4.7444 -6.2101 5.7071
H 4.0832 -4.4223 2.2551
H 5.1479 -5.7905 2.4161
H 5.2813 -4.4265 3.6290
H 3.0573 -4.4582 5.1231
H 2.1589 -5.8010 5.4227
H 0.6397 -4.0513 4.3564
H 0.7351 -5.5134 3.2816
H 1.9443 -3.0634 3.0527
C -6.6674 8.2025 6.3337
N -6.1496 7.2679 5.2722
C -6.5567 7.5595 3.9795
C -6.2050 6.6651 2.9696
C -5.5178 5.4901 3.2752
C -5.2093 5.2004 4.6143
C -5.4569 6.1418 5.6036
C -5.3440 4.5738 2.1956
C -4.3893 4.8413 1.2331
C -4.1698 4.0112 0.1815
N -4.9353 2.8794 0.0649
C -5.8012 2.4708 1.0126
C -6.0462 3.4566 2.0224
C -4.5651 2.0636 -1.1021
H -6.5593 9.1445 5.7961
H -6.0865 8.0111 7.2360
H -7.6672 7.8510 6.5884
H -6.9762 8.5459 3.8477
H -6.4773 6.9745 1.9713
H -4.7076 4.2790 4.8704
H -5.3107 5.7972 6.6167
H -3.7929 5.7414 1.2554
H -3.4547 4.2817 -0.5814
H -6.3955 1.5760 0.9007
H -6.8070 3.2531 2.7614
H -5.4362 1.4479 -1.3260
H -3.7434 1.3952 -0.8447
H -4.3682 2.7425 -1.9318
C 1.0422 9.3552 2.5225
N 0.3646 8.0755 2.6432
C 0.8866 7.0200 1.9711
C 0.4438 5.7460 2.1444
C -0.6091 5.4648 2.9572
C -1.3143 6.5901 3.4867
C -0.6823 7.8394 3.4478
C -1.2323 4.0984 3.2126
C -1.2477 3.1147 2.2834
C -1.8940 1.9151 2.4388
N -2.3260 1.5617 3.6760
C -2.3020 2.4258 4.6963
C -1.7875 3.7243 4.4797
C -2.8230 0.1950 3.9474
H 0.6447 10.1354 3.1716
H 1.0400 9.6308 1.4679
H 2.0757 9.2827 2.8610
H 1.8158 7.1461 1.4352
H 0.9349 4.9031 1.6811
H -2.1570 6.3008 4.0972
H -0.9925 8.6484 4.0926
H -0.8338 3.3379 1.3112
H -1.9785 1.0744 1.7661
H -2.8349 2.1916 5.6060
H -1.6789 4.3236 5.3716
H -3.7129 0.0065 3.3470
H -3.2757 0.2260 4.9385
H -2.1012 -0.6217 3.9470
C 6.1521 -7.3904 -0.5471
F 7.1692 -8.0695 -1.1478
F 6.2267 -7.2323 0.7945
F 6.1693 -6.1265 -0.9252
S 4.4782 -8.2226 -1.1170
O 3.3603 -7.3386 -0.6769
O 4.5475 -8.2154 -2.5891
O 4.5231 -9.5277 -0.4181
C 0.7776 3.4613 -2.9460
F 1.1246 2.2671 -2.6465
F 1.8262 4.0506 -3.5926
F -0.3004 3.3685 -3.6655
S 0.4847 4.4835 -1.3496
O -0.9499 4.2247 -0.9791
O 1.3728 3.9949 -0.2585
O 0.5874 5.8946 -1.6737
C 5.3302 -2.5848 -0.8553
F 6.6845 -2.9815 -0.8277
F 4.7597 -3.0030 -1.9665
F 4.7345 -3.2016 0.1749
S 5.1641 -0.6320 -0.8498
O 5.7297 -0.3166 0.4417
O 5.9669 -0.1716 -1.9925
O 3.7486 -0.2461 -1.0067
C -5.4072 -2.6512 1.2157
F -6.0667 -3.5070 0.5003
F -6.1481 -2.3885 2.3217
F -4.3614 -3.3503 1.4833
S -5.1879 -1.0711 0.1817
O -4.5853 -1.4247 -1.1054
O -6.5310 -0.5155 0.0733
O -4.3351 -0.2514 1.0529
C 1.7609 0.8999 2.3432
F 0.5614 0.7578 1.6422
F 2.7432 0.4424 1.5635
F 1.9589 2.1452 2.5015
S 1.7701 0.0273 4.1528
O 1.7367 -1.4394 4.0450
O 3.0706 0.4082 4.7579
O 0.6231 0.5372 4.8533
C 1.1380 -5.7245 -5.1982
F 2.0475 -4.6840 -5.3168
F 1.3176 -6.5117 -6.2637
F 1.5816 -6.4411 -4.1700
S -0.7647 -5.2184 -5.0982
O -0.8830 -3.7524 -4.9412
O -1.5050 -5.7050 -6.2345
O -1.2616 -5.8833 -3.8825
C -1.5862 0.2583 -5.4911
F -1.5489 0.5626 -6.7576
F -1.6932 -1.0463 -5.3587
F -0.5163 0.7673 -4.8490
S -3.1596 0.9680 -4.7635
O -3.0589 2.4539 -4.8886
O -4.1599 0.3269 -5.6984
O -3.3611 0.4252 -3.3832
```

Values from the calculation:
Total charge: +1
<S²>: 0.77
LUMO level (spin up / spin down) in eV: -6.372 / -6.591
2S+1: 2
DFT total energy in Ha: -8985.5124
Strongest force on any atom in hartree/bohr: 0.08478